(A)
Entry from the OMol25 dataset: one molecule with the formula C4H7FO2 (ωB97M-V/def2-TZVPD).

LUMO energy   0.80 eV
SMILES   CO/C=C(/F)CO
Highest occupied orbital energy   -8.8 eV

```
! RIJCOSX wB97M-V def2-TZVPD def2/J DEFGRID3
* xyz 0 1
C 1.740 0.287 0.146
O 1.543 -1.008 -0.280
C 0.274 -1.470 -0.306
C -0.867 -0.831 0.068
F -2.044 -1.490 -0.098
C -1.207 0.597 0.361
O -0.874 1.598 -0.562
H 1.163 1.054 -0.345
H 2.798 0.572 -0.067
H 1.632 0.358 1.202
H 0.279 -2.557 -0.571
H -2.299 0.562 0.526
H -0.791 0.950 1.306
H -1.346 1.378 -1.377
*
```

(B)
Entry from the OMol25 dataset: one molecule with the formula C4H7FO2 (ωB97M-V/def2-TZVPD).

LUMO energy   0.78 eV
SMILES   CO/C(=C\F)CO
Highest occupied orbital energy   -9.6 eV

```
! RIJCOSX wB97M-V def2-TZVPD def2/J DEFGRID3
* xyz 0 1
C 1.872 -0.024 -0.115
O 0.686 -0.535 -0.647
C -0.442 0.075 -0.037
C -0.920 1.228 -0.294
F -0.130 2.089 -1.068
C -1.113 -0.888 0.815
O -0.290 -1.861 1.255
H 2.728 -0.617 -0.516
H 2.059 0.963 -0.517
H 1.926 0.044 0.922
H -1.876 1.444 0.030
H -1.449 -0.393 1.717
H -2.029 -1.268 0.370
H 0.263 -2.154 0.523
*
```

Order of stability, best first: (A), (B)

(A)
Entry from the OMol25 dataset: one molecule with the formula C5H4 (ωB97M-V/def2-TZVPD).

LUMO energy   0.22 eV
SMILES   C#CC#CC
Highest occupied orbital energy   -9.2 eV

```
! RIJCOSX wB97M-V def2-TZVPD def2/J DEFGRID3
* xyz 0 1
C -1.976 0.738 -0.394
C -0.978 1.360 -0.107
C 0.366 1.528 0.230
C 1.050 0.521 0.332
C 1.055 -0.927 0.246
H -2.858 0.209 -0.651
H 1.247 -1.451 1.182
H 1.625 -1.345 -0.585
H -0.036 -1.023 0.007
*
```

(B)
Entry from the OMol25 dataset: one molecule with the formula C5H4 (ωB97M-V/def2-TZVPD).

LUMO energy   -0.59 eV
Highest occupied orbital energy   -9.6 eV

```
! RIJCOSX wB97M-V def2-TZVPD def2/J DEFGRID3
* xyz 0 1
C 1.272 -0.497 -0.130
C -0.701 -1.603 -0.950
C -0.237 -0.544 -0.321
C -1.089 0.502 0.155
C -1.787 1.395 0.563
H 1.511 -0.455 0.936
H 1.679 0.391 -0.619
H 1.750 -1.382 -0.560
H -2.399 2.193 0.925
*
```

Order of stability, best first: (A), (B)

(A)
Entry from the OMol25 dataset: C5H4 as an isolated structure (ωB97M-V/def2-TZVPD).

LUMO energy   -0.55 eV
Highest occupied orbital energy   -9.2 eV

```
! RIJCOSX wB97M-V def2-TZVPD def2/J DEFGRID3
* xyz 0 1
C -1.580 -0.344 -0.015
C -0.091 -0.100 0.004
C 0.995 0.566 0.014
C 2.265 0.926 0.022
C 3.528 1.023 0.022
H -1.902 -0.950 0.841
H -1.897 -0.860 -0.930
H -2.148 0.593 0.031
H 0.830 -0.855 0.011
*
```

(B)
Entry from the OMol25 dataset: a 2-piece molecular cluster, C5H4 overall (ωB97M-V/def2-TZVPD).

LUMO energy (spin up / spin down)   -1.82 / -2.05 eV
Highest occupied orbital energy (spin up / spin down)   -6.9 / -6.6 eV

```
! RIJCOSX wB97M-V def2-TZVPD def2/J DEFGRID3
* xyz 0 1
C 0.646 0.776 -0.104
C 0.731 -0.925 -0.019
C -0.379 -0.132 0.069
C -2.476 -0.164 0.050
C 1.889 0.001 0.140
H -2.699 0.852 0.317
H -2.664 -0.485 -0.959
H 2.647 0.018 -0.636
H 2.305 0.060 1.141
*
```

(C)
Entry from the OMol25 dataset: one molecule with the formula C5H4 (ωB97M-V/def2-TZVPD).

LUMO energy   0.96 eV
SMILES   C#CC#CC
Highest occupied orbital energy   -9.4 eV

```
! RIJCOSX wB97M-V def2-TZVPD def2/J DEFGRID3
* xyz 0 1
C -3.183 -0.049 -0.024
C -1.961 0.033 0.032
C -0.572 0.154 0.011
C 0.608 0.177 0.004
C 2.072 -0.041 -0.017
H -4.270 0.045 -0.018
H 2.409 -0.457 0.975
H 2.336 -0.805 -0.757
H 2.560 0.943 -0.205
*
```

(D)
Entry from the OMol25 dataset: C5H4 as an isolated structure (ωB97M-V/def2-TZVPD).

LUMO energy   0.30 eV
Highest occupied orbital energy   -8.8 eV

```
! RIJCOSX wB97M-V def2-TZVPD def2/J DEFGRID3
* xyz 0 1
C 1.552 0.222 -0.393
C 0.721 -0.790 0.160
C 0.744 1.092 0.428
C -0.438 0.283 0.216
C -1.668 0.320 -0.142
H 2.577 0.068 -0.715
H 0.955 -1.570 0.967
H -2.038 -0.668 -0.351
H -2.406 1.043 -0.171
*
```

Order of stability, best first: (C), (D), (A), (B)

(A)
Entry from the OMol25 dataset: one molecule with the formula C15H21N3O2S (ωB97M-V/def2-TZVPD).

LUMO energy   0.67 eV
SMILES   CC(C)OC[C@@H](O)CCc1n[nH]c(=S)n1-c1ccccc1
Highest occupied orbital energy   -7.6 eV

```
! RIJCOSX wB97M-V def2-TZVPD def2/J DEFGRID3
* xyz 0 1
C 4.690 0.208 0.142
C 3.519 0.358 1.114
C 2.829 1.713 0.943
O 2.606 -0.730 1.058
C 1.992 -1.001 -0.186
C 0.955 -2.103 0.089
O 0.059 -1.678 1.089
C 0.171 -2.502 -1.166
C -0.936 -1.507 -1.532
C -2.081 -1.622 -0.591
N -2.637 -2.743 -0.262
N -3.675 -2.418 0.542
C -3.789 -1.078 0.712
S -4.916 -0.278 1.594
N -2.748 -0.558 -0.031
C -2.461 0.817 -0.145
C -3.435 1.681 -0.628
C -3.158 3.032 -0.726
C -1.918 3.519 -0.350
C -0.953 2.654 0.140
C -1.222 1.302 0.252
H 5.114 -0.791 0.219
H 5.459 0.933 0.389
H 4.371 0.380 -0.884
H 3.900 0.286 2.140
H 3.520 2.507 1.212
H 2.516 1.868 -0.088
H 1.959 1.772 1.592
H 2.723 -1.362 -0.921
H 1.499 -0.106 -0.583
H 1.511 -2.983 0.449
H 0.599 -1.379 1.833
H -0.302 -3.467 -0.989
H 0.872 -2.598 -1.995
H -0.566 -0.482 -1.540
H -1.297 -1.748 -2.535
H -4.256 -3.124 0.962
H -4.402 1.293 -0.911
H -3.916 3.707 -1.095
H -1.705 4.574 -0.428
H 0.008 3.038 0.449
H -0.499 0.616 0.666
*
```

(B)
Entry from the OMol25 dataset: one molecule with the formula C15H21N3O2S (ωB97M-V/def2-TZVPD).

LUMO energy   0.59 eV
SMILES   CCCOC[C@@H](O)CCc1n[nH]c(=S)n1-c1ccccc1
Highest occupied orbital energy   -7.8 eV

```
! RIJCOSX wB97M-V def2-TZVPD def2/J DEFGRID3
* xyz 0 1
C 3.215 -1.485 -5.071
C 2.123 -0.710 -4.347
C 1.376 -1.588 -3.351
O 0.378 -0.811 -2.724
C -0.375 -1.526 -1.781
C -1.398 -0.571 -1.151
O -2.290 -1.264 -0.305
C -0.689 0.491 -0.312
C -1.684 1.542 0.193
C -1.041 2.479 1.144
N -0.826 3.732 0.906
N -0.163 4.205 1.987
C 0.056 3.239 2.915
S 0.820 3.400 4.356
N -0.526 2.113 2.367
C -0.559 0.842 2.980
C 0.632 0.241 3.367
C 0.601 -1.001 3.974
C -0.607 -1.642 4.190
C -1.792 -1.033 3.813
C -1.775 0.214 3.215
H 2.791 -2.322 -5.621
H 3.733 -0.839 -5.774
H 3.943 -1.875 -4.362
H 1.404 -0.313 -5.064
H 2.555 0.134 -3.807
H 2.071 -1.986 -2.595
H 0.914 -2.445 -3.869
H 0.274 -1.945 -0.995
H -0.900 -2.367 -2.268
H -1.947 -0.079 -1.968
H -2.746 -1.944 -0.813
H 0.082 0.956 -0.924
H -0.222 -0.012 0.537
H -2.068 2.129 -0.642
H -2.513 1.020 0.672
H 0.120 5.168 2.051
H 1.567 0.751 3.198
H 1.526 -1.468 4.278
H -0.626 -2.613 4.661
H -2.736 -1.524 3.993
H -2.698 0.704 2.947
*
```

Order of stability, best first: (A), (B)

(A)
Entry from the OMol25 dataset: a 4-piece molecular cluster, C2H13NO4 overall (ωB97M-V/def2-TZVPD).

LUMO energy   0.31 eV
SMILES   NCCO.O.O.O
Highest occupied orbital energy   -9.7 eV

```
! RIJCOSX wB97M-V def2-TZVPD def2/J DEFGRID3
* xyz 0 1
N 1.877 2.061 0.007
C 0.503 1.894 0.543
C -0.491 1.388 -0.510
O -1.840 1.773 -0.411
H 2.343 1.173 0.134
H 2.330 2.786 0.527
H 0.525 1.084 1.283
H 0.221 2.831 1.015
H -0.160 1.754 -1.485
H -0.418 0.294 -0.490
H -2.150 1.798 0.499
O -2.973 -1.591 0.347
H -3.936 -1.512 0.215
H -2.896 -0.713 0.738
O -0.267 -4.312 1.034
H 0.505 -4.134 1.597
H -0.998 -4.066 1.599
O 2.754 -0.773 -2.567
H 3.076 -1.381 -1.900
H 1.996 -0.352 -2.176
*
```

(B)
Entry from the OMol25 dataset: a 4-piece molecular cluster, C2H13NO4 overall (ωB97M-V/def2-TZVPD).

LUMO energy   0.51 eV
SMILES   NCCO.O.O.O
Highest occupied orbital energy   -9.4 eV

```
! RIJCOSX wB97M-V def2-TZVPD def2/J DEFGRID3
* xyz 0 1
N 0.094 -1.028 0.944
C -0.362 -0.216 2.044
C -1.052 1.056 1.600
O -2.189 0.849 0.773
H 0.602 -1.823 1.191
H 0.814 -0.523 0.427
H 0.412 0.070 2.778
H -1.029 -0.767 2.711
H -0.403 1.625 0.934
H -1.257 1.660 2.488
H -2.619 0.022 0.996
O 1.975 -0.447 -2.269
H 1.705 0.172 -2.961
H 1.100 -0.797 -2.033
O 2.190 1.134 0.082
H 1.282 1.415 0.108
H 2.398 0.544 -0.660
O -0.960 -1.254 -2.351
H -1.684 -1.577 -2.901
H -1.376 -0.480 -1.948
*
```

(C)
Entry from the OMol25 dataset: a 5-piece molecular cluster, C2H13NO4 overall (ωB97M-V/def2-TZVPD).

LUMO energy   0.49 eV
SMILES   C=CN.O.O.O.O
Highest occupied orbital energy   -8.3 eV

```
! RIJCOSX wB97M-V def2-TZVPD def2/J DEFGRID3
* xyz 0 1
C -0.207 2.640 -0.075
C -0.939 2.181 0.933
N -0.425 1.171 1.758
H 0.859 2.302 -0.167
H -0.459 3.362 -0.829
H -1.860 2.634 1.253
H -0.176 0.312 1.285
H -0.742 0.934 2.679
O 1.663 -1.730 -0.415
H 2.268 -1.373 0.246
H 1.027 -2.157 0.191
O -1.317 -0.908 -0.745
H -1.876 -0.488 -1.402
H -0.455 -0.483 -0.853
O 1.370 -0.061 -2.795
H 1.301 -0.690 -2.059
H 1.841 -0.377 -3.560
O -0.203 -2.402 1.494
H -0.775 -2.762 2.183
H -0.895 -2.104 0.877
*
```

(D)
Entry from the OMol25 dataset: a 5-piece molecular cluster, C2H13NO4 overall (ωB97M-V/def2-TZVPD).

LUMO energy   0.23 eV
SMILES   C=NC.O.O.O.O
Highest occupied orbital energy   -9.4 eV

```
! RIJCOSX wB97M-V def2-TZVPD def2/J DEFGRID3
* xyz 0 1
C 1.214 1.688 -2.454
N 0.266 1.013 -3.075
C -1.100 1.529 -3.308
H 2.168 1.490 -2.734
H 1.197 2.605 -1.691
H -1.763 1.124 -2.665
H -1.442 1.082 -4.281
H -0.951 2.581 -3.194
O -1.501 0.455 3.216
H -0.932 0.278 3.902
H -1.494 -0.382 2.571
O -1.394 -3.327 2.376
H -1.997 -2.978 1.616
H -0.618 -3.734 2.073
O 2.334 0.972 2.354
H 2.360 1.453 3.191
H 1.417 0.740 2.156
O 0.310 -1.589 -0.886
H 0.773 -1.970 -0.088
H 0.742 -0.767 -1.238
*
```

Order of stability, best first: (B), (C), (A), (D)

(A)
Entry from the OMol25 dataset: a 4-piece molecular cluster, C2H13NO4 overall (ωB97M-V/def2-TZVPD).

LUMO energy   0.20 eV
SMILES   NCCO.O.O.O
Highest occupied orbital energy   -9.4 eV

```
! RIJCOSX wB97M-V def2-TZVPD def2/J DEFGRID3
* xyz 0 1
N -1.886 -1.164 0.450
C -1.746 -0.549 1.730
C -0.665 0.561 1.843
O 0.626 -0.044 1.773
H -2.261 -0.609 -0.323
H -1.001 -1.431 0.007
H -2.668 -0.075 2.086
H -1.486 -1.324 2.457
H -0.744 1.307 1.058
H -0.809 1.063 2.803
H 0.683 -0.832 2.303
O 2.644 4.034 1.825
H 2.508 3.232 1.298
H 3.478 3.766 2.195
O -1.348 -1.973 -3.598
H -0.988 -2.042 -2.687
H -0.747 -1.538 -4.179
O 1.957 -0.689 -4.001
H 1.589 -1.180 -3.283
H 2.860 -0.513 -3.755
*
```

(B)
Entry from the OMol25 dataset: a 4-piece molecular cluster, C2H13NO4 overall (ωB97M-V/def2-TZVPD).

LUMO energy   0.55 eV
SMILES   NCCO.O.O.O
Highest occupied orbital energy   -9.7 eV

```
! RIJCOSX wB97M-V def2-TZVPD def2/J DEFGRID3
* xyz 0 1
N -0.412 1.547 -0.173
C -1.634 1.166 0.584
C -2.861 1.840 0.037
O -3.323 1.220 -1.160
H 0.338 1.737 0.464
H -0.631 2.334 -0.772
H -1.494 1.387 1.636
H -1.710 0.075 0.499
H -2.663 2.906 -0.186
H -3.698 1.808 0.729
H -2.671 1.390 -1.847
O 1.800 -0.509 2.379
H 1.384 -0.176 1.567
H 2.641 -0.870 2.073
O -0.484 -3.339 -1.179
H -1.281 -3.136 -0.664
H -0.476 -2.652 -1.853
O 5.556 -1.272 -0.284
H 5.113 -0.964 -1.080
H 6.468 -1.428 -0.566
*
```

Order of stability, best first: (B), (A)